Arrangement one

Entry from OMol25: a cluster of 2 separate species, C2H7NOSi in total (ωB97M-V with the def2-TZVPD basis set).

The calculation puts the LUMO energy at -0.41 eV. The calculation puts the highest occupied orbital energy at -8.48 eV. The molecular weight comes out at 89.17 g mol⁻¹. As for the spin multiplicity: 1. As for the charge: 0.

Each line ends with the natural charge from an NBO analysis.
Positions of all 12 atoms, in Å:
C  1.441  -0.582  -0.334  0.28
C  1.584  0.867  -0.048  -0.71
N  0.384  -1.254  -0.230  -0.91
O  -2.664  1.186  -0.301  -1.10
Si  -1.248  -1.145  0.158  1.45
H  2.339  -1.119  -0.647  0.17
H  0.747  1.415  -0.483  0.27
H  1.526  1.010  1.031  0.25
H  2.530  1.252  -0.409  0.23
H  -3.093  1.358  0.537  0.42
H  -2.017  -1.832  -0.852  -0.16
H  -1.528  -1.156  1.578  -0.17

Arrangement two

Entry from OMol25: a cluster of 2 separate species, C2H7NOSi in total (ωB97M-V with the def2-TZVPD basis set).

The calculation puts the LUMO energy at 0.67 eV. The calculation puts the highest occupied orbital energy at -9.43 eV. The molecular weight comes out at 89.17 g mol⁻¹. The SMILES is CC#[N+][O-].[SiH4]. As for the spin multiplicity: 1. As for the charge: 0.

Each line ends with the natural charge from an NBO analysis.
Positions of all 12 atoms, in Å:
C  0.769  1.805  -0.453  -0.69
C  1.230  0.489  -0.018  0.20
N  1.958  -0.368  0.284  0.19
O  2.580  -1.379  0.533  -0.43
H  0.516  2.013  -1.451  0.25
H  -0.173  1.892  0.028  0.24
H  1.486  2.609  -0.055  0.25
Si  -1.641  -1.514  0.209  0.59
H  -0.447  -0.744  0.805  -0.15
H  -1.864  -0.543  -0.895  -0.16
H  -1.404  -2.904  0.011  -0.14
H  -3.010  -1.357  1.003  -0.14

Arrangement three

Entry from OMol25: an isolated molecule of C2H7NOSi (ωB97M-V with the def2-TZVPD basis set).

The calculation puts the LUMO energy at 0.98 eV. The calculation puts the highest occupied orbital energy at -10.04 eV. The molecular weight comes out at 89.17 g mol⁻¹. The SMILES is [H]/N=C(\[SiH3])OC. As for the spin multiplicity: 1. As for the charge: 0.

Each line ends with the natural charge from an NBO analysis.
Positions of all 12 atoms, in Å:
H  0.675  -1.452  1.688  0.36
N  -0.196  -0.964  1.231  -0.70
C  0.182  -0.304  0.243  0.23
Si  1.932  0.069  -0.333  0.79
O  -0.675  0.255  -0.578  -0.53
C  -2.099  0.316  -0.373  -0.26
H  2.743  -0.527  0.728  -0.18
H  2.538  -0.060  -1.646  -0.14
H  2.169  1.405  0.005  -0.17
H  -2.303  0.308  0.685  0.20
H  -2.678  -0.388  -0.882  0.19
H  -2.289  1.343  -0.769  0.19

Relative stability in kcal/mol, measured from the most stable structure: arrangement one 22.6; arrangement two 60.1; arrangement three 0.0

Arrangement one

Entry from OMol25: a cluster of 2 separate species, C5H14NO2 in total (ωB97M-V with the def2-TZVPD basis set).

The calculation puts the LUMO energy at 3.74 eV. The calculation puts the highest occupied orbital energy at -3.22 eV. The molecular weight comes out at 120.17 g mol⁻¹. As for the spin multiplicity: 1. As for the charge: -1.

Each line ends with the natural charge from an NBO analysis.
Positions of all 22 atoms, in Å:
C  1.511  -2.058  -1.522  -0.62
C  1.027  -1.465  -0.192  -0.22
N  1.699  -0.237  0.174  -0.65
C  0.254  0.373  2.084  -0.63
C  0.852  0.810  0.748  -0.07
C  -0.225  1.406  -0.229  -0.04
O  -1.512  1.424  0.232  -0.94
H  2.212  -2.883  -1.364  0.19
H  1.991  -1.322  -2.173  0.20
H  0.664  -2.474  -2.063  0.21
H  1.101  -2.249  0.579  0.16
H  -0.043  -1.236  -0.241  0.19
H  2.319  0.128  -0.524  0.35
H  -0.655  0.940  2.251  0.25
H  -0.101  -0.670  2.065  0.19
H  0.963  0.539  2.885  0.18
H  1.540  1.624  1.014  0.17
H  0.117  2.448  -0.455  0.10
H  -0.140  0.880  -1.214  0.09
H  -2.600  0.603  -0.335  0.51
H  -2.529  -0.422  -1.432  0.43
O  -3.245  0.031  -0.957  -1.05

Arrangement two

Entry from OMol25: a cluster of 2 separate species, C5H14NO2 in total (ωB97M-V with the def2-TZVPD basis set).

The calculation puts the LUMO energy at 3.75 eV. The calculation puts the highest occupied orbital energy at -2.93 eV. The molecular weight comes out at 120.17 g mol⁻¹. As for the spin multiplicity: 1. As for the charge: -1.

Each line ends with the natural charge from an NBO analysis.
Positions of all 22 atoms, in Å:
C  -2.320  0.684  0.658  -0.61
C  -0.754  0.535  0.528  -0.03
C  -0.431  -0.839  -0.058  -0.43
C  -0.540  -1.963  0.988  -0.61
N  -0.249  1.644  -0.260  -0.68
C  1.209  1.663  -0.488  0.11
O  1.632  0.979  -1.584  -0.99
H  -2.626  1.364  -0.135  0.20
H  -2.729  -0.289  0.395  0.19
H  -2.622  0.981  1.657  0.20
H  -0.408  0.566  1.564  0.17
H  -1.052  -1.142  -0.907  0.18
H  0.572  -0.829  -0.461  0.24
H  0.039  -1.756  1.882  0.19
H  -0.021  -2.830  0.565  0.20
H  -1.567  -2.211  1.251  0.19
H  -0.780  1.707  -1.105  0.35
H  1.431  2.756  -0.548  0.08
H  1.817  1.283  0.357  0.11
H  2.940  -0.092  -1.779  0.52
H  2.899  -1.398  -1.070  0.44
O  3.560  -0.813  -1.450  -1.02

Arrangement three

Entry from OMol25: a cluster of 2 separate species, C5H14NO2 in total (ωB97M-V with the def2-TZVPD basis set).

The calculation puts the LUMO energy at 3.56 eV. The calculation puts the highest occupied orbital energy at -3.06 eV. The molecular weight comes out at 120.17 g mol⁻¹. As for the spin multiplicity: 1. As for the charge: -1.

Each line ends with the natural charge from an NBO analysis.
Positions of all 22 atoms, in Å:
C  0.416  -0.053  2.249  -0.43
C  1.480  -1.126  2.558  -0.62
C  -0.223  -0.342  0.821  -0.22
N  0.389  0.599  -0.160  -0.66
C  -0.597  1.337  -0.990  -0.26
C  -0.237  1.378  -2.476  -0.04
O  -0.893  0.415  -3.202  -0.95
H  0.910  0.898  2.102  0.23
H  -0.409  -0.058  2.950  0.19
H  1.272  -1.522  3.558  0.19
H  2.530  -0.886  2.704  0.20
H  1.515  -1.957  1.853  0.20
H  -0.028  -1.371  0.541  0.18
H  -1.292  -0.146  0.901  0.18
H  1.034  0.083  -0.744  0.36
H  -1.655  1.046  -0.952  0.18
H  -0.663  2.304  -0.433  0.15
H  0.868  1.288  -2.560  0.08
H  -0.338  2.381  -2.917  0.10
H  -1.484  -1.334  -1.184  0.44
H  -1.070  -1.096  -2.586  0.51
O  -1.527  -1.836  -2.033  -1.03

Relative stability in kcal/mol, measured from the most stable structure: arrangement one 3.9; arrangement two 0.0; arrangement three 20.3

Arrangement one

Entry from OMol25: an isolated molecule of C18H22N4O2S (ωB97M-V with the def2-TZVPD basis set).

The calculation puts the LUMO energy at 0.32 eV. The calculation puts the highest occupied orbital energy at -7.33 eV. The molecular weight comes out at 358.47 g mol⁻¹. The SMILES is CCc1c2s[nH]c(=O)c2c(=O)n2ccc(N3CC[C@@H](N(C)C)C3)cc12. As for the spin multiplicity: 1. As for the charge: 0.

Each line ends with the natural charge from an NBO analysis.
Positions of all 47 atoms, in Å:
C  -0.140  3.942  -0.712  -0.60
C  -0.975  3.397  0.440  -0.42
C  -0.155  2.445  1.288  -0.20
C  0.416  3.020  2.482  -0.05
S  0.349  4.727  2.994  0.49
N  1.315  4.322  4.364  -0.75
C  1.642  3.023  4.464  0.62
O  2.069  2.559  5.500  -0.59
C  1.142  2.250  3.337  -0.31
C  1.321  0.832  3.087  0.65
O  1.962  0.166  3.905  -0.58
N  0.842  0.295  1.881  -0.42
C  1.160  -1.023  1.510  0.08
C  0.710  -1.592  0.351  -0.31
C  -0.120  -0.802  -0.566  0.23
N  -0.624  -1.390  -1.712  -0.41
C  -0.193  -2.648  -2.297  -0.21
C  -0.951  -2.732  -3.594  -0.44
C  -2.191  -1.860  -3.466  -0.02
N  -3.445  -2.604  -3.088  -0.48
C  -4.010  -3.634  -4.044  -0.41
C  -3.849  -2.831  -1.710  -0.40
C  -1.745  -0.788  -2.451  -0.22
C  -0.371  0.512  -0.280  -0.37
C  0.079  1.108  0.984  0.33
H  -0.776  4.647  -1.278  0.21
H  0.743  4.527  -0.298  0.21
H  0.215  3.175  -1.401  0.21
H  -1.422  4.206  1.033  0.21
H  -1.823  2.932  -0.026  0.21
H  1.420  4.892  5.197  0.44
H  1.757  -1.606  2.160  0.25
H  0.945  -2.634  0.173  0.23
H  -0.514  -3.468  -1.616  0.18
H  0.881  -2.738  -2.493  0.21
H  -1.285  -3.761  -3.737  0.23
H  -0.258  -2.406  -4.418  0.21
H  -2.388  -1.352  -4.408  0.21
H  -4.296  -4.554  -3.459  0.19
H  -3.303  -3.912  -4.828  0.20
H  -4.918  -3.216  -4.491  0.20
H  -4.849  -3.304  -1.615  0.21
H  -3.853  -1.958  -1.131  0.19
H  -3.160  -3.525  -1.225  0.16
H  -2.560  -0.510  -1.797  0.21
H  -1.395  0.115  -2.946  0.20
H  -0.981  1.116  -0.951  0.23

Arrangement two

Entry from OMol25: an isolated molecule of C18H22N4O2S (ωB97M-V with the def2-TZVPD basis set).

The calculation puts the LUMO energy at -0.47 eV. The calculation puts the highest occupied orbital energy at -8.76 eV. The molecular weight comes out at 358.47 g mol⁻¹. The SMILES is CC1(C)Cc2c(C#N)c(SCCC#N)nc(N3CCOCC3)c2CO1. As for the spin multiplicity: 1. As for the charge: 0.

Each line ends with the natural charge from an NBO analysis.
Positions of all 47 atoms, in Å:
C  -3.964  0.716  3.057  -0.62
C  -3.085  0.686  1.792  0.30
C  -4.052  0.559  0.491  -0.65
C  -2.392  -0.684  1.813  -0.51
C  -1.335  -0.833  0.767  0.23
C  -0.717  -2.122  0.318  -0.27
C  -1.043  -3.354  0.957  0.26
N  -1.561  -4.240  1.461  -0.29
C  0.414  -2.081  -0.568  0.10
S  1.412  -3.464  -0.970  0.26
C  3.074  -2.878  -0.455  -0.51
C  3.070  -2.395  0.978  -0.53
C  4.397  -1.780  1.312  0.28
N  5.345  -1.154  1.493  -0.32
N  0.782  -1.023  -1.165  -0.47
C  0.145  0.125  -0.739  0.43
N  0.694  1.292  -1.208  -0.52
C  0.190  1.937  -2.464  -0.22
C  1.236  1.850  -3.603  -0.09
O  2.440  2.517  -3.095  -0.53
C  3.039  1.739  -2.000  -0.09
C  2.101  1.525  -0.783  -0.24
C  -0.791  0.332  0.279  -0.14
C  -1.170  1.790  0.707  -0.07
O  -2.096  1.735  1.812  -0.54
H  -4.702  -0.065  2.985  0.22
H  -3.230  0.411  3.760  0.21
H  -4.454  1.698  3.439  0.23
H  -4.856  1.321  0.371  0.22
H  -4.472  -0.355  0.279  0.21
H  -3.336  0.787  -0.312  0.20
H  -3.198  -1.297  1.624  0.23
H  -1.977  -1.003  2.779  0.24
H  3.754  -3.674  -0.494  0.24
H  3.472  -2.052  -1.111  0.23
H  2.781  -3.187  1.722  0.26
H  2.285  -1.610  1.320  0.25
H  -0.144  2.976  -2.198  0.20
H  -0.619  1.291  -2.675  0.20
H  1.031  2.368  -4.503  0.20
H  1.400  0.751  -3.948  0.18
H  3.888  2.365  -1.686  0.20
H  3.481  0.768  -2.354  0.18
H  2.516  0.681  -0.221  0.22
H  1.999  2.456  -0.109  0.19
H  -0.277  2.089  1.213  0.21
H  -1.474  2.485  -0.068  0.20

Relative stability in kcal/mol, measured from the most stable structure: arrangement one 0.0; arrangement two 68.6

Arrangement one

Entry from OMol25: an isolated molecule of C2H5NOS (ωB97M-V with the def2-TZVPD basis set).

The calculation puts the LUMO energy at 0.54 eV. The calculation puts the highest occupied orbital energy at -8.91 eV. The molecular weight comes out at 91.13 g mol⁻¹. As for the spin multiplicity: 1. As for the charge: 0.

Each line ends with the natural charge from an NBO analysis.
Positions of all 10 atoms, in Å:
C  1.159  -0.126  0.750  -0.06
C  -1.227  0.333  -0.826  -0.84
N  0.310  -0.261  1.686  -0.62
O  1.063  -0.868  -1.640  -0.98
S  0.597  0.318  -0.941  1.22
H  2.283  -0.114  0.807  0.19
H  -1.418  0.963  -1.619  0.22
H  -1.405  0.820  0.196  0.25
H  -1.889  -0.512  -0.988  0.25
H  0.527  -0.554  2.574  0.36

Arrangement two

Entry from OMol25: an isolated molecule of C2H5NOS (ωB97M-V with the def2-TZVPD basis set).

The calculation puts the LUMO energy at 0.86 eV. The calculation puts the highest occupied orbital energy at -8.53 eV. The molecular weight comes out at 91.13 g mol⁻¹. The SMILES is CO/C=N\S. As for the spin multiplicity: 1. As for the charge: 0.

Each line ends with the natural charge from an NBO analysis.
Positions of all 10 atoms, in Å:
C  1.676  -0.520  -0.022  -0.24
O  0.299  -0.434  -0.024  -0.51
C  -0.343  0.763  -0.126  0.37
N  -1.600  0.846  0.043  -0.61
S  -2.574  -0.574  -0.070  0.16
H  2.224  0.416  -0.491  0.17
H  1.962  -0.541  1.043  0.18
H  1.904  -1.444  -0.493  0.20
H  0.260  1.627  -0.118  0.16
H  -3.809  -0.138  0.258  0.12

Arrangement three

Entry from OMol25: a cluster of 2 separate species, C2H5NOS in total (ωB97M-V with the def2-TZVPD basis set).

The calculation puts the LUMO energy at -0.23 eV. The calculation puts the highest occupied orbital energy at -9.17 eV. The molecular weight comes out at 91.13 g mol⁻¹. As for the spin multiplicity: 1. As for the charge: 0.

Each line ends with the natural charge from an NBO analysis.
Positions of all 10 atoms, in Å:
C  -1.153  -0.515  0.290  -0.65
C  -0.105  0.467  -0.126  -0.13
N  1.119  0.252  0.526  -0.26
O  2.240  0.836  -0.085  -0.45
S  2.267  -0.826  -0.126  0.55
H  -2.025  -0.472  -0.354  0.23
H  -1.460  -0.256  1.306  0.22
H  -0.762  -1.532  0.305  0.22
H  -0.396  1.507  -0.018  0.22
H  0.275  0.538  -1.718  0.05

Relative stability in kcal/mol, measured from the most stable structure: arrangement one 18.1; arrangement two 0.0; arrangement three 88.1

Arrangement one

Entry from OMol25: a structure of composition C2H5NOS (ωB97M-V with the def2-TZVPD basis set).

The calculation puts the LUMO energy at 0.76 eV. The calculation puts the highest occupied orbital energy at -9.21 eV. The molecular weight comes out at 91.13 g mol⁻¹. As for the spin multiplicity: 1. As for the charge: 0.

Each line ends with the natural charge from an NBO analysis.
Positions of all 10 atoms, in Å:
C  0.899  0.326  0.078  -0.22
C  0.097  -1.023  0.028  -0.60
N  -0.320  1.049  -0.145  -0.81
O  -2.454  -0.198  -0.453  -0.93
S  -1.422  -0.110  0.542  1.38
H  1.439  0.391  0.967  0.18
H  1.647  0.530  -0.837  0.18
H  0.102  -1.312  -0.980  0.24
H  0.439  -1.713  0.690  0.21
H  -0.427  2.060  0.111  0.38

Arrangement two

Entry from OMol25: an isolated molecule of C2H5NOS (ωB97M-V with the def2-TZVPD basis set).

The calculation puts the LUMO energy at 0.52 eV. The calculation puts the highest occupied orbital energy at -8.45 eV. The molecular weight comes out at 91.13 g mol⁻¹. As for the spin multiplicity: 1. As for the charge: 0.

Each line ends with the natural charge from an NBO analysis.
Positions of all 10 atoms, in Å:
C  0.259  0.168  1.339  -0.19
C  -0.272  -0.126  -1.000  -0.40
N  0.087  0.678  0.173  -0.56
O  0.715  -0.085  3.654  -0.86
S  0.480  1.193  2.594  0.56
H  -0.072  -0.469  4.047  0.48
H  -0.062  -1.122  -0.952  0.21
H  -1.320  -0.081  -0.990  0.20
H  0.208  0.231  -1.997  0.20
H  0.303  1.588  -0.077  0.36

Arrangement three

Entry from OMol25: an isolated molecule of C2H5NOS (ωB97M-V with the def2-TZVPD basis set).

The calculation puts the LUMO energy at 0.78 eV. The calculation puts the highest occupied orbital energy at -8.74 eV. The molecular weight comes out at 91.13 g mol⁻¹. The SMILES is CC(=S)NO. As for the spin multiplicity: 1. As for the charge: 0.

Each line ends with the natural charge from an NBO analysis.
Positions of all 10 atoms, in Å:
C  1.282  -0.557  0.028  -0.66
C  0.102  0.373  -0.051  0.11
S  0.265  2.050  -0.023  -0.26
N  -1.063  -0.207  -0.069  -0.25
O  -2.242  0.517  0.028  -0.54
H  0.907  -1.555  0.102  0.20
H  1.911  -0.506  -0.890  0.25
H  1.970  -0.370  0.882  0.25
H  -1.224  -1.194  -0.129  0.40
H  -1.908  1.448  0.122  0.49

Relative stability in kcal/mol, measured from the most stable structure: arrangement one 15.2; arrangement two 32.7; arrangement three 0.0